[1]
{"formula": "C15H18N10O12Sr", "method": "wB97M-V/def2-TZVPD", "elements": ["Sr", "N", "N", "C", "N", "N", "N", "O", "O", "H", "H", "H", "H", "H", "O", "N", "O", "C", "C", "C", "C", "O", "C", "C", "N", "O", "O", "N", "O", "O", "H", "H", "C", "C", "C", "C", "C", "C", "O", "N", "C", "O", "N", "C", "O", "H", "H", "H", "H", "H", "H", "H", "H", "H", "H", "H"], "coordinates": [[-0.06431, -1.68433, 0.23717], [-0.69261, 0.76514, -1.21769], [-1.72265, 0.48402, -2.12832], [-2.47175, -0.63029, -1.98455], [-3.17044, -1.02407, -3.05558], [-2.43384, -1.19501, -0.78137], [-3.01417, -2.42483, -0.63555], [-4.04613, -2.73413, -1.19138], [-2.40396, -3.15629, 0.14555], [-0.76448, 1.73248, -0.92938], [0.19856, 0.57997, -1.67269], [-1.62141, 0.82288, -3.07385], [-2.65789, -1.00084, -3.92727], [-3.79184, -1.80648, -2.91825], [6.47925, -4.54245, 3.64555], [5.82243, -3.79258, 4.34087], [6.15434, -3.39686, 5.44152], [4.54805, -3.31595, 3.81301], [3.77478, -2.43954, 4.57618], [2.57809, -2.02910, 4.07567], [2.06118, -2.38058, 2.78001], [1.00641, -1.85421, 2.34199], [2.91610, -3.29394, 2.07193], [4.13211, -3.73412, 2.57656], [2.56990, -3.79335, 0.76124], [1.39304, -3.73819, 0.38060], [3.43655, -4.27527, 0.06853], [1.77626, -1.12360, 4.90797], [2.35663, -0.18658, 5.42320], [0.60242, -1.38447, 5.04934], [4.11897, -2.09531, 5.54074], [4.74603, -4.40846, 1.99916], [1.04666, -4.79206, -3.16241], [1.19208, -4.07885, -4.50091], [1.60843, -2.59138, -4.39390], [1.66293, -1.96996, -5.79754], [2.08376, -0.50560, -5.79183], [3.00332, -2.55330, -3.79962], [3.97028, -2.99176, -4.37417], [3.12503, -1.98327, -2.54956], [2.07678, -1.52836, -1.78219], [2.29845, -1.13691, -0.62276], [0.81443, -1.50432, -2.26782], [0.55354, -1.88326, -3.54930], [-0.56012, -1.70163, -4.03664], [0.81879, -5.84596, -3.31978], [0.23444, -4.36930, -2.56667], [1.95888, -4.74075, -2.56400], [0.24894, -4.10490, -5.04956], [1.94871, -4.57291, -5.11264], [0.67208, -2.07744, -6.23851], [2.36407, -2.55960, -6.38899], [1.39479, 0.10174, -5.19953], [2.09006, -0.10080, -6.80361], [3.08920, -0.38151, -5.38438], [4.03815, -2.00219, -2.11592]], "total_energy_ev": -56148.45699, "max_force_ha_per_bohr": 0.0032, "orbital_gap_ha": 0.2954, "mol_weight_g_mol": 617.99}

[2]
{"formula": "C15H18N2O2S", "method": "wB97M-V/def2-TZVPD", "elements": ["C", "C", "C", "C", "C", "C", "O", "C", "C", "C", "C", "O", "N", "C", "N", "C", "C", "S", "C", "C", "H", "H", "H", "H", "H", "H", "H", "H", "H", "H", "H", "H", "H", "H", "H", "H", "H", "H"], "coordinates": [[-0.73268, 4.95667, 2.28923], [-0.18923, 3.55425, 2.56850], [-0.27451, 2.69846, 1.33693], [-1.41789, 1.96807, 1.05492], [-1.52238, 1.19649, -0.09054], [-0.45832, 1.13320, -0.98241], [-0.41166, 0.38457, -2.11809], [-1.45689, -0.51313, -2.42701], [-0.87254, -1.66872, -3.23782], [0.13701, -2.46935, -2.40275], [-0.57102, -3.04604, -1.20588], [-1.45796, -3.86478, -1.27388], [-0.23500, -2.55466, 0.04389], [0.72974, -1.67322, 0.44317], [1.76886, -1.29948, -0.21320], [2.52509, -0.42545, 0.49364], [2.06862, -0.11918, 1.73073], [0.59474, -0.95182, 2.05145], [0.68680, 1.88615, -0.71745], [0.77163, 2.65601, 0.42190], [-0.16066, 5.43165, 1.49543], [-0.67054, 5.57534, 3.18166], [-1.77241, 4.90264, 1.97484], [-0.76653, 3.09871, 3.37571], [0.85041, 3.63076, 2.89392], [-2.25044, 1.99543, 1.74356], [-2.43962, 0.65761, -0.27260], [-2.23085, 0.00885, -3.00729], [-1.91836, -0.91332, -1.51748], [-1.68865, -2.31994, -3.55321], [-0.37183, -1.26953, -4.11963], [0.51753, -3.29701, -3.00261], [0.96132, -1.83117, -2.09393], [-0.83002, -2.90943, 0.78543], [3.42348, -0.04595, 0.04387], [2.49173, 0.53353, 2.46512], [1.50088, 1.83953, -1.42334], [1.67011, 3.22593, 0.61147]], "total_energy_ev": -33757.92971, "max_force_ha_per_bohr": 0.0251, "orbital_gap_ha": 0.3262, "mol_weight_g_mol": 290.39}